A cluster of 3 separate species, C4H9NO2 in total at a distorted geometry, computed with ωB97M-V/def2-TZVPD.

Last column: Löwdin charge in e.
Cartesian coordinates (Å):
C  -0.90  -0.76  1.47  -0.503
N  -1.11  0.48  1.91  0.176
C  1.17  0.96  -0.55  -0.115
C  0.02  0.37  -1.21  -0.188
C  -1.29  0.57  -0.94  0.089
O  1.67  -1.50  -0.77  -0.205
O  -1.60  -1.65  1.04  0.041
H  0.22  -0.95  1.38  0.146
H  -1.82  0.53  2.64  0.070
H  0.99  1.58  0.33  0.087
H  1.80  1.51  -1.26  0.099
H  1.76  0.13  -0.08  0.073
H  0.31  -0.40  -1.93  0.103
H  -2.15  -0.07  -1.07  0.081
H  -1.37  1.42  -0.25  0.067
H  2.30  -2.22  -0.70  -0.021

The calculation puts the molar mass at 103.12 g mol⁻¹. As for the LUMO energy: -4.38 eV. The frontier orbital gap is 4.4300 eV. For the strongest force on any atom, the calculation gives 0.0531 hartree/bohr. The relative energy (zero: lowest compared OMol25 entry of this formula, charge and spin) is 9.905 eV. The net charge is 0.